(1)
A cluster of 2 separate species, C16H33BrN2O2 in total, computed with wB97M-V/def2-TZVPD.

Element x y z (Å)
C (0.77828, -2.93848, 1.57347)
O (0.99001, -2.31771, 0.33099)
C (2.18597, -2.75387, -0.34679)
C (3.28764, -1.72157, -0.40898)
C (2.92253, -0.42202, -1.10432)
C (1.88490, 0.44715, -0.40271)
C (2.00785, 0.59849, 1.11651)
C (1.36101, 1.91917, 1.58581)
C (-0.15588, 1.78129, 1.79693)
C (-0.94310, 1.70747, 0.49380)
C (-0.53983, 2.52163, -0.68050)
N (-1.50859, 2.51310, -1.50454)
Br (-1.37898, 3.35950, -3.15195)
C (-2.70578, 1.77889, -1.03175)
C (-2.47113, 1.86040, 0.47972)
C (-3.23249, 0.84385, 1.33262)
C (-3.55289, -0.48001, 0.64627)
C (-4.36926, -1.36687, 1.56861)
N (-4.76537, -2.65043, 0.96235)
H (0.91884, -4.01777, 1.53003)
H (-0.26220, -2.76673, 1.84901)
H (1.38814, -2.50273, 2.36963)
H (1.89701, -3.10671, -1.33350)
H (2.57490, -3.61742, 0.19369)
H (3.73912, -1.53668, 0.56337)
H (4.08036, -2.16480, -1.00946)
H (3.81418, 0.17551, -1.27324)
H (2.53675, -0.63846, -2.09693)
H (1.85369, 1.42053, -0.89224)
H (0.92792, -0.03399, -0.58861)
H (1.48223, -0.21191, 1.60869)
H (3.04046, 0.57779, 1.45142)
H (1.59703, 2.67418, 0.83948)
H (1.79035, 2.27752, 2.51725)
H (-0.30690, 0.83556, 2.30812)
H (-0.49695, 2.57373, 2.46217)
H (-0.80975, 0.66778, 0.17145)
H (0.38434, 3.04431, -0.83984)
H (-2.70127, 0.78647, -1.46311)
H (-3.55135, 2.38238, -1.34716)
H (-2.75511, 2.83995, 0.86200)
H (-2.61744, 0.60693, 2.19955)
H (-4.15165, 1.28300, 1.70251)
H (-2.63792, -1.00669, 0.37681)
H (-4.14641, -0.32367, -0.25429)
H (-5.25838, -0.82953, 1.88957)
H (-3.79491, -1.57554, 2.47179)
H (-4.16880, -2.83843, 0.16639)
H (-5.72915, -2.59008, 0.66321)
C (4.32670, 0.55168, -4.07831)
O (4.54456, -0.75953, -4.11497)
H (4.77766, 1.10977, -3.20146)
H (4.68633, 1.16038, -4.95187)
H (3.23266, 0.87321, -4.00669)

Results
LUMO (eV): -2.05
E_tot (eV): -94237.98346
Orbital gap (Ha): 0.08253
Molecular weight (g/mol): 365.4
Net charge: 0

Results of the Mulliken charge analysis, in e, for atoms 1 through 6: -0.8284, -0.1936, -0.7041, -0.7976, -1.2210, 0.0578

---

(2)
A structure of composition C16H33CaN5O8P2S4, computed with wB97M-V/def2-TZVPD.

Element x y z (Å)
Ca (-0.13984, -0.72764, -0.12812)
C (3.22901, 2.03737, -0.63797)
C (2.77990, 1.76576, -2.06559)
S (2.62347, -0.01770, -2.28239)
C (1.87727, -0.09916, -3.92987)
C (0.65831, 0.79128, -4.15361)
S (-0.61770, 0.43342, -2.92730)
C (-1.65647, 1.90416, -3.02948)
C (-1.05159, 3.14947, -2.38758)
S (-0.96110, 2.92681, -0.59305)
C (0.51926, 3.86375, -0.14452)
C (1.24395, 3.16142, 0.99908)
S (1.99181, 1.56248, 0.59730)
H (3.46572, 3.09304, -0.49663)
H (4.13471, 1.47110, -0.41575)
H (3.49434, 2.18262, -2.77980)
H (1.80143, 2.21795, -2.22532)
H (1.60203, -1.14876, -4.04540)
H (2.63558, 0.13321, -4.67916)
H (0.26493, 0.59743, -5.15293)
H (0.93984, 1.84409, -4.11036)
H (-2.57107, 1.61526, -2.51076)
H (-1.90500, 2.09564, -4.07475)
H (-1.66472, 4.01846, -2.63252)
H (-0.04698, 3.33791, -2.77228)
H (0.25101, 4.87283, 0.17251)
H (1.16930, 3.95845, -1.01625)
H (0.54477, 2.93420, 1.80663)
H (2.02027, 3.81016, 1.40909)
O (-3.69541, 1.28593, 1.28632)
P (-2.62742, 0.16933, 0.90679)
O (-2.39177, 0.04548, -0.56951)
O (-1.34244, 0.37411, 1.68020)
O (-3.35382, -1.16807, 1.45632)
P (-2.41746, -2.46481, 1.81618)
O (-1.78258, -2.02232, 3.21348)
O (-3.22573, -3.68606, 1.92712)
O (-1.30892, -2.45849, 0.76611)
H (-4.60034, 0.95788, 1.23132)
H (-1.43165, -1.11630, 3.11784)
N (-2.14778, -4.59871, -0.69990)
C (-1.56923, -5.16068, -1.74590)
N (-2.01213, -6.36319, -2.18212)
N (-0.54643, -4.63987, -2.41484)
C (-0.06554, -3.48394, -2.05807)
N (0.42006, -2.44947, -1.83106)
H (-2.89367, -5.03263, -0.18034)
H (-1.77385, -3.73209, -0.28835)
H (-2.88536, -6.73045, -1.85198)
H (-1.66249, -6.67915, -3.06860)
O (1.67447, -1.54482, 1.10604)
C (2.46867, -2.46267, 1.25327)
C (3.14175, -3.15186, 0.10171)
C (2.59293, -4.60405, 0.07917)
C (1.18051, -4.79201, 0.67644)
C (1.07955, -4.93513, 2.20747)
C (1.38112, -3.65676, 2.99129)
N (2.63452, -3.06484, 2.47523)
H (4.22738, -3.14808, 0.22600)
H (2.89256, -2.61484, -0.81026)
H (3.28846, -5.27291, 0.59589)
H (2.57358, -4.93035, -0.96173)
H (0.76490, -5.70254, 0.23920)
H (0.52663, -3.97634, 0.35647)
H (1.76190, -5.72906, 2.53585)
H (0.06888, -5.26457, 2.46100)
H (1.48690, -3.85459, 4.05693)
H (0.58886, -2.92307, 2.86312)
H (3.35992, -3.77006, 2.43508)

Results
LUMO (eV): 0.29
E_tot (eV): -121330.07789
Orbital gap (Ha): 0.31656
Molecular weight (g/mol): 653.8
Net charge: 0

Results of the Mulliken charge analysis, in e, for atoms 1 through 6: 1.2955, -1.1996, 0.7548, 0.0541, -0.9309, -1.0489

---

(3)
A structure of composition C16H33HfNO2P2, computed with wB97M-V/def2-TZVPD.

Element x y z (Å)
Hf (-0.00861, 0.04115, 0.02240)
P (-1.44669, -1.54056, 1.29914)
P (1.43423, 1.65038, -1.21971)
N (0.85069, -1.34139, -0.71611)
H (-2.83414, 1.74506, 1.69148)
C (-3.13657, -1.94382, 0.63278)
H (-3.68090, -2.65977, 1.27539)
H (-3.02541, -2.37208, -0.37792)
H (-3.72221, -1.01219, 0.54950)
C (-1.84852, -1.07036, 3.04348)
H (-2.58179, -1.76123, 3.49605)
H (-2.25335, -0.04466, 3.05646)
H (-0.91697, -1.08336, 3.63284)
C (-0.69680, -3.21378, 1.48733)
H (-1.27778, -3.84321, 2.18404)
H (0.33373, -3.09234, 1.85900)
H (-0.65112, -3.69713, 0.49777)
C (0.80529, 2.38557, -2.80815)
H (1.55453, 3.03882, -3.29120)
H (-0.10618, 2.97004, -2.59720)
H (0.53789, 1.56570, -3.49634)
C (1.95485, 3.16599, -0.29516)
H (2.55205, 3.84856, -0.92552)
H (2.54972, 2.85645, 0.58021)
H (1.05362, 3.68947, 0.06548)
C (3.03786, 0.90780, -1.74451)
H (3.71198, 1.66226, -2.18654)
H (2.83470, 0.11132, -2.47896)
H (3.51149, 0.44936, -0.86117)
C (1.47789, -2.43334, -1.24739)
C (1.62413, -4.21231, -2.91798)
C (0.96582, -3.09488, -2.39467)
C (2.66669, -2.92908, -0.64730)
C (3.31250, -4.04685, -1.18128)
C (2.79837, -4.69556, -2.31726)
H (1.21750, -4.71290, -3.80387)
H (0.04994, -2.71002, -2.85418)
H (3.05387, -2.41410, 0.23723)
H (4.22792, -4.41828, -0.70717)
H (3.30915, -5.57108, -2.73123)
C (-2.32486, 2.25849, 0.84439)
O (-1.26725, 1.44825, 0.40856)
C (-3.34400, 2.43730, -0.28878)
H (-3.72512, 3.47423, -0.29579)
H (-4.20072, 1.75167, -0.16445)
H (-2.86883, 2.23512, -1.26382)
C (-1.77203, 3.59577, 1.35065)
H (-1.73260, 4.33990, 0.53569)
H (-0.75275, 3.45745, 1.75249)
H (-2.40557, 3.99064, 2.16149)
C (0.12003, 2.33248, 2.55807)
O (0.06662, 1.38111, 1.50525)
H (-0.73843, 2.27147, 3.29634)
H (0.97782, 3.07309, 2.48773)
H (0.72829, 1.77940, 3.30242)

Results
LUMO (eV): 0.47
E_tot (eV): -42590.63523
Orbital gap (Ha): 0.21860
Molecular weight (g/mol): 511.9
Net charge: 0

Results of the Mulliken charge analysis, in e, for atoms 1 through 6: 1.1420, 0.9123, 0.9503, -0.8259, 0.0190, -1.2618

---

(4)
A structure of composition C16H33N2O2PPbSi, computed with wB97M-V/def2-TZVPD.

Element x y z (Å)
Pb (0.05449, -1.30617, 0.05753)
Si (0.80833, 2.03011, -0.66519)
P (-1.03664, 1.28476, -2.76169)
N (1.28776, 0.38793, -0.90952)
H (-3.71524, -1.51645, 0.04061)
C (-1.70128, -0.39159, -2.94829)
H (-2.27732, -0.40948, -3.90154)
H (-2.38412, -0.65746, -2.10409)
H (-0.88986, -1.15936, -3.01208)
C (-2.48539, 2.35725, -3.17001)
H (-2.80198, 2.11131, -4.18391)
H (-2.24495, 3.42334, -3.11061)
H (-3.29583, 2.14009, -2.46865)
C (-0.02613, 1.45841, -4.29108)
H (-0.69146, 1.34290, -5.16233)
H (0.74635, 0.67401, -4.31247)
H (0.46847, 2.43451, -4.33281)
C (-0.79566, 2.46734, 0.20099)
H (-1.14745, 1.67327, 0.87677)
H (-1.58178, 2.77374, -0.51394)
H (-0.48253, 3.34612, 0.80010)
H (1.76363, 2.54753, 0.38665)
H (1.02512, 2.76615, -1.93833)
C (2.56822, -0.01228, -1.35072)
C (4.09047, -1.73778, -2.14807)
C (2.82104, -1.37273, -1.70457)
C (3.57830, 0.96175, -1.46390)
C (4.83590, 0.59192, -1.91621)
C (5.07821, -0.74355, -2.25505)
H (4.28506, -2.76514, -2.44716)
H (1.98561, -2.09869, -1.71351)
H (3.30257, 1.99662, -1.22810)
H (5.57875, 1.39033, -2.05093)
H (6.04965, -0.99644, -2.63382)
C (-2.94911, -0.61137, 1.16928)
O (-1.74712, -0.24897, 1.43063)
C (-3.40466, -1.93141, 1.72792)
H (-4.46768, -1.99945, 1.48338)
H (-3.33121, -1.93657, 2.82811)
H (-2.84476, -2.78053, 1.37931)
C (-3.91278, 0.50854, 1.02160)
H (-4.75810, 0.06533, 0.48320)
H (-3.56991, 1.40951, 0.51171)
H (-4.28370, 0.83978, 2.02940)
C (2.15859, -2.27404, 4.37984)
N (0.94505, -1.48628, 4.41355)
C (0.41177, -1.02980, 5.68352)
C (0.38387, -1.15864, 3.27983)
O (0.89263, -1.61983, 2.20201)
H (2.46310, -2.41477, 5.41282)
H (2.98624, -1.78899, 3.83373)
H (1.99551, -3.24896, 3.92858)
H (0.32689, 0.09441, 5.65554)
H (-0.62889, -1.42349, 5.74365)
H (1.06641, -1.41082, 6.44196)
H (-0.50243, -0.54594, 3.29637)

Results
LUMO (eV): 0.19
E_tot (eV): -46613.01978
Orbital gap (Ha): 0.25273
Molecular weight (g/mol): 551.7
Net charge: 0

Results of the Mulliken charge analysis, in e, for atoms 1 through 6: 1.1388, 0.2989, 0.9447, 0.1060, 0.0693, -1.2031